No. 1
The following is a quantum chemistry calculation of a 2-piece molecular cluster, C14H30O9P overall, from OMol25.

Geometry as ORCA input:
```
! RIJCOSX wB97M-V def2-TZVPD def2/J DEFGRID3
* xyz -1 1
C 2.24804 3.20983 0.87371
C 3.80731 2.88407 1.07029
O 4.10649 1.62435 1.71347
C 3.36077 0.52117 1.17095
C 3.56151 0.25648 -0.39762
O 2.29109 -0.22010 -0.91358
O 2.15898 0.03875 -2.25311
P 0.51704 0.18647 -2.70719
O 0.51694 0.87838 -4.09187
O -0.29313 -1.29368 -2.91588
C 0.43287 -2.42499 -2.35581
C 0.07082 -2.62453 -0.79168
C 0.23956 -4.17863 -0.32426
C 0.77367 -4.10181 1.20523
O -0.26627 -3.40223 1.96193
C 0.30169 -2.44442 2.84867
O 1.34118 -2.66323 3.53030
O -0.24248 1.26670 -1.63832
C -0.93088 0.58675 -0.53775
C -1.47767 1.71657 0.45675
C -3.07018 1.89379 0.46505
C -3.66559 2.69466 -0.79694
C -3.88501 0.51299 0.59019
H 1.95037 2.92044 -0.20551
H 1.60403 2.61217 1.62012
H 2.11470 4.33722 1.02134
H 4.42821 2.99743 0.09936
H 4.22224 3.70614 1.77084
H 3.75673 -0.42340 1.70794
H 2.23309 0.54012 1.43357
H 4.02383 1.11442 -0.98584
H 4.29826 -0.63154 -0.50240
H 0.00916 -3.36554 -2.87968
H 1.55299 -2.43009 -2.56770
H 0.72647 -2.00674 -0.09030
H -1.01366 -2.26861 -0.62160
H 1.02861 -4.65439 -1.02395
H -0.75742 -4.75218 -0.40820
H 1.76495 -3.53079 1.15949
H 0.86713 -5.16932 1.59131
H -0.25911 -1.43792 2.92742
H -1.73372 -0.11156 -0.94494
H -0.16286 -0.03055 0.04517
H -1.01762 2.75750 0.27402
H -1.17497 1.43951 1.53949
H -3.32661 2.52383 1.39811
H -2.92580 2.74348 -1.68419
H -3.92757 3.76903 -0.45596
H -4.67040 2.21045 -1.10817
H -4.23870 0.15621 -0.44123
H -3.28400 -0.31600 1.13422
H -4.82865 0.71347 1.20248
O -6.48589 1.15529 -0.24165
H -6.67058 0.51458 -0.92609
*
```

Its largest force on an atom is 6.4 eV/A. The energy is -42714.7955 eV.

---

No. 2
The following is a quantum chemistry calculation of C14H31BNO6PTa as an isolated structure, from OMol25.

Geometry as ORCA input:
```
! RIJCOSX wB97M-V def2-TZVPD def2/J DEFGRID3
* xyz -1 1
C 2.28807 -2.12805 -2.76810
C 0.93836 -2.37647 -2.07610
C 0.32245 -1.11708 -1.43707
Ta 0.87947 -0.49285 0.64584
C -0.23174 1.43400 0.24704
C -0.64618 2.24883 1.46713
O -0.31811 3.65870 1.36169
C -0.90928 4.39296 0.40740
C -2.31694 4.02167 0.01041
O -0.34922 5.35238 -0.05471
C -0.77945 -1.78809 1.48505
C -2.16628 -1.14109 1.63321
C -2.99782 -1.01086 0.36168
C -3.32002 -2.37010 -0.25431
C -4.29228 -0.25347 0.64723
O 1.61111 0.17562 2.53439
C 2.86877 0.32422 2.64999
N 3.98735 0.23240 2.94123
P 2.50926 -2.55321 0.96224
O 1.68518 -3.70938 1.49110
B 2.87670 0.51022 -0.22330
O 3.96237 -0.26346 -0.66262
O 3.05323 1.89066 -0.28894
C 3.45119 2.41772 -1.54780
H 2.25166 -2.47528 -3.80131
H 3.11421 -2.64483 -2.28955
H 2.52536 -1.06704 -2.79263
H 0.24697 -2.71275 -2.85526
H 0.99530 -3.20694 -1.37104
H -0.76370 -1.24719 -1.41130
H 0.51118 -0.28679 -2.12764
H 0.45512 2.05579 -0.33612
H -1.09675 1.26231 -0.39649
H -1.72041 2.15490 1.63391
H -0.16470 1.93737 2.38990
H -2.30762 3.18642 -0.68703
H -2.90877 3.71006 0.86780
H -2.77140 4.88537 -0.45976
H -0.84976 -2.69798 0.88505
H -0.43886 -2.14510 2.46195
H -2.11464 -0.16843 2.13274
H -2.76753 -1.76680 2.30818
H -2.45637 -0.43572 -0.39375
H -2.42306 -2.84653 -0.64515
H -3.75118 -3.03065 0.49946
H -4.02258 -2.24884 -1.07894
H -4.81424 -0.02051 -0.28145
H -4.09442 0.68396 1.16849
H -4.96564 -0.85269 1.26350
H 3.59186 -2.26940 1.83240
H 3.21392 -2.93506 -0.20412
H 4.75867 0.01512 -0.19230
H 3.25926 1.72714 -2.36966
H 2.88563 3.33104 -1.72493
H 4.51629 2.65379 -1.55762
*
```

Its largest force on an atom is 2.7 eV/A. The value obtained for the energy above the lowest of the compared OMol25 structures with the same formula, charge and spin is 0.0 kcal/mol. The energy is -40313.0490 eV.

---

No. 3
The following is a quantum chemistry calculation of a 6-piece molecular cluster, C14H31Br6NO2S2 overall, from OMol25.

Geometry as ORCA input:
```
! RIJCOSX wB97M-V def2-TZVPD def2/J DEFGRID3
* xyz 0 1
C 3.10237 -1.53269 -0.34396
C 3.98179 -1.69250 -1.59357
C 3.29187 -1.31436 -2.90872
C 2.61903 -2.42288 -3.56301
N 2.08369 -3.29573 -4.08228
H 3.68074 -1.15253 0.49485
H 2.64124 -2.47442 -0.04178
H 2.27338 -0.84878 -0.53139
H 4.33780 -2.72300 -1.67612
H 4.89248 -1.10241 -1.49538
H 4.00367 -0.84868 -3.59224
H 2.54484 -0.53608 -2.72929
C -0.62079 -0.42582 -0.70870
S -0.13549 0.60628 0.67522
O -0.08681 2.00323 0.16415
C -1.62105 0.40362 1.64894
H -1.18085 0.22360 -1.38783
H -1.26593 -1.23825 -0.38691
H 0.28500 -0.76679 -1.20107
H -1.65385 1.23286 2.34829
H -1.52417 -0.53861 2.19418
H -2.52351 0.30818 1.04366
C 0.01204 -6.04110 1.06243
S -0.19121 -4.76382 -0.19872
O 0.10416 -3.48116 0.48983
C 1.26531 -5.16888 -1.13027
H -0.96310 -6.37578 1.41124
H 0.55900 -5.57250 1.87959
H 0.57085 -6.89924 0.69304
H 1.38521 -4.39526 -1.88963
H 1.11079 -6.12303 -1.63444
H 2.16602 -5.16838 -0.51620
Br 0.95718 4.49225 -3.64123
C 1.37366 3.61224 -1.96220
C 2.85380 3.69248 -1.63438
Br 3.82467 2.23654 -2.47140
H 1.06551 2.57932 -2.06156
H 0.78884 4.09454 -1.18729
H 3.00565 3.60117 -0.56391
H 3.31129 4.59306 -2.02620
Br -4.26803 -0.49766 7.12501
C -4.30236 1.45112 6.95294
C -3.34645 1.91282 5.89388
Br -4.03453 1.60998 4.09909
H -3.96880 1.80778 7.92362
H -5.33601 1.70542 6.75737
H -2.39972 1.38838 5.95733
H -3.19124 2.98716 5.95358
Br -2.09937 2.01988 -3.44967
C -2.26956 3.26487 -1.97903
C -3.11110 4.41925 -2.43808
Br -3.21360 5.69388 -0.97178
H -1.27526 3.59666 -1.71387
H -2.71296 2.75619 -1.13051
H -4.13387 4.14246 -2.66587
H -2.66224 4.96509 -3.25972
*
```

Its largest force on an atom is 0.7 eV/A. The energy is -462529.9435 eV.

---

No. 4
The following is a quantum chemistry calculation of a 2-piece molecular cluster, C14H31ClF4O7PSSi overall, from OMol25.

Geometry as ORCA input:
```
! RIJCOSX wB97M-V def2-TZVPD def2/J DEFGRID3
* xyz -1 1
C 3.53767 0.66012 1.77335
Si 4.16485 -0.49382 0.35274
C 6.07754 -0.08631 0.16235
C 3.34892 0.04735 -1.30294
O 4.08253 -2.21105 0.70759
C 2.72467 -2.75616 0.56140
C 1.77349 -2.53283 1.88014
C 0.16603 -2.71636 1.61599
C -0.36855 -4.04991 2.46278
F 0.41740 -5.23858 1.96177
F -1.79067 -4.32157 2.05078
C -0.29679 -3.86603 4.09029
F 0.39278 -5.05799 4.69536
F -1.69812 -3.84597 4.64905
O -0.31163 -3.04196 0.25308
P -0.56339 -1.55142 -0.62395
C -2.37641 -1.92296 -1.20862
C -2.96518 -0.75286 -2.21413
C -3.11329 0.72690 -1.50101
C -3.86480 1.84469 -2.43743
S -3.64011 3.52756 -1.57321
O -2.65534 4.42137 -2.40955
O -5.04128 4.22986 -1.40193
Cl -2.84337 3.34630 0.36665
O -1.20310 -0.60862 0.72485
C -0.63810 -1.28673 1.93627
O -1.87600 -1.38603 2.77536
H 3.46997 0.01603 2.76829
H 4.31469 1.52712 2.02141
H 2.48149 1.09511 1.46694
H 6.11425 0.99294 -0.33199
H 6.49116 -0.03301 1.28084
H 6.62778 -0.90535 -0.47349
H 2.40459 -0.56225 -1.62641
H 3.00875 1.18283 -1.16097
H 4.09118 0.06784 -2.23475
H 2.85553 -3.93778 0.44885
H 2.26420 -2.39183 -0.45138
H 2.08734 -3.37973 2.66074
H 1.92581 -1.51560 2.43761
H 0.23606 -2.85425 4.33968
H 0.00142 -2.31807 -1.74233
H -0.60181 -0.48870 -1.61441
H 0.69062 -0.89709 -0.23770
H -2.41806 -2.93987 -1.83138
H -3.09324 -2.11956 -0.27466
H -3.99219 -1.11755 -2.65522
H -2.20509 -0.63886 -3.10945
H -3.58872 0.61686 -0.41216
H -2.01405 1.14632 -1.30356
H -5.01463 1.65240 -2.55532
H -3.31940 1.87624 -3.48657
H 0.00912 -0.48060 2.52367
H -2.61888 -1.34291 2.09435
C -1.71749 8.00199 -2.28667
O -2.52192 7.62116 -3.38766
H -1.30257 8.99472 -2.47621
H -2.32829 8.03170 -1.38101
H -0.90144 7.28551 -2.16529
H -2.87596 6.73725 -3.19084
*
```

Its largest force on an atom is 7.3 eV/A. The energy is -80740.4770 eV.

---

Across the entries above, HOMO takes the values -2.6, -4.5, -8.9, -5.4 eV, respectively.